No. 1
Molecular formula: CH2ClO2S
Method: DFT, the ωB97M-V functional and the def2-TZVPD basis

Output
ΔE to the lowest compared entry with this formula, charge and spin: 324.7 kJ/mol
Charge: -1
Calculated total energy: -1048.06210 hartree
Multiplicity: 1
LUMO (alpha / beta): 1.7 / 1.8 eV
Kohn-Sham gap (alpha / beta): 5.90 / 5.91 eV

Element x y z (Å)
C 1.498 0.526 -2.452
O 0.228 -0.926 2.375
O -1.411 -1.750 0.774
S -0.639 -0.586 1.255
Cl -1.794 1.157 1.964
H 0.890 -0.076 -1.582
H 1.229 1.655 -2.334

Taken from the Löwdin analysis, the atomic charges in e are: 0.098 -0.577 -0.567 0.288 -0.130 -0.043 -0.068

***

No. 2
Molecular formula: CH2ClO2S
Method: DFT, the ωB97M-V functional and the def2-TZVPD basis

Output
ΔE to the lowest compared entry with this formula, charge and spin: 105.2 kJ/mol
Charge: -1
Calculated total energy: -1048.14569 hartree
Multiplicity: 1
LUMO (alpha / beta): 2.1 / 2.1 eV
Kohn-Sham gap (alpha / beta): 6.66 / 6.66 eV

Element x y z (Å)
C 1.183 -0.040 0.047
O -0.465 1.328 -1.160
O -0.783 1.301 1.302
S -0.351 0.626 0.099
Cl -2.259 -2.036 -0.231
H 1.404 -0.800 0.868
H 1.271 -0.380 -0.924

Taken from the Löwdin analysis, the atomic charges in e are: -0.207 -0.389 -0.367 0.615 -0.677 0.048 -0.023

***

Q: Among the records above, which one has the highest ΔE to the lowest compared entry with this formula, charge and spin?
A: number 1